Entry from the Open Molecules 2025 dataset: the molecule C17H20N2O2 (the ωB97M-V functional and the def2-TZVPD basis).

Structure (XYZ):
```
41
Properties=species:S:1:pos:R:3:lowdin_charge:R:1
H 0.321 1.614 -1.709 0.137
H 4.118 -0.958 1.579 0.117
N 2.276 -1.301 -1.074 0.112
C 2.496 -1.330 0.235 -0.293
H -5.812 -1.477 0.241 0.073
C -1.606 0.025 -0.509 -0.008
H -2.232 -2.007 -0.454 0.096
C 1.304 -2.048 -1.571 -0.149
H 3.949 1.538 1.472 0.125
H 0.566 3.247 -1.030 0.136
H 1.905 -2.067 2.162 0.118
H 4.344 -0.344 -0.072 0.109
C -3.814 -0.708 0.156 -0.291
C 0.498 -2.865 -0.797 -0.086
C 0.978 1.639 0.355 -0.433
C 0.702 -2.870 0.574 -0.058
H -4.589 -2.672 -0.215 0.073
H 4.055 2.000 -0.847 0.095
C -1.962 1.348 -0.286 -0.264
C 3.104 0.897 1.198 -0.146
C -2.528 -0.982 -0.283 -0.039
O 0.429 1.291 1.381 0.084
H -0.268 -3.472 -1.254 0.102
C -4.793 -1.813 0.419 -0.059
O -1.161 2.433 -0.507 -0.026
H -0.614 -0.239 -0.840 0.088
H 0.083 -3.474 1.221 0.110
C 0.191 2.241 -0.815 -0.108
C 3.624 -0.474 0.736 -0.112
H -4.723 -2.136 1.459 0.080
H 1.173 -1.985 -2.645 0.108
H 2.619 2.798 -1.487 0.084
C 2.995 1.870 -1.060 -0.049
H 2.879 1.062 -1.788 0.082
C -4.161 0.621 0.371 -0.046
H -3.520 2.667 0.321 0.117
H 2.450 0.775 2.063 0.120
H -5.157 0.864 0.714 0.111
N 2.318 1.557 0.177 -0.106
C -3.254 1.636 0.154 0.002
C 1.716 -2.089 1.100 -0.009
```

Computed properties:
relative energy (zero: lowest compared OMol25 entry of this formula, charge and spin) = 10.3 kcal per mole
SMILES string = Cc1ccc(OCC(=O)N(C)CCc2ccccn2)cc1
total energy = -919.79799 a.u.